#a
This record from OMol25 describes a 2-piece molecular cluster, C3H6N2O2S overall. The level of theory is the ωB97M-V functional and the def2-TZVPD basis.

Summary:
total charge = 0
HOMO energy = -0.316 hartree
HOMO-LUMO gap = 0.2750 Eh

Each line ends with the natural charge from an NBO analysis.
Cartesian coordinates (Å):
C1 0.53309 1.70217 -0.55362  -0.73
C2 0.85720 0.30588 -0.22237  0.40
C3 -2.69965 -1.24569 0.92573  0.07
H1 1.44379 2.34678 -0.93017  0.25
H2 -0.41450 1.95110 -1.22566  0.27
H3 0.30552 2.20796 0.45948  0.26
H4 2.74929 -0.13436 -1.08627  0.39
H5 1.03082 -1.76289 -0.22991  0.48
H6 -4.00947 -1.08750 0.11068  0.22
N1 2.12392 -0.29123 -0.34466  -0.30
N2 -0.08787 -0.48891 0.29651  -0.76
O1 2.11442 -1.57994 0.18308  -0.53
O2 -2.36255 -1.97429 2.28315  -0.55
S1 -1.58401 0.05092 0.33402  0.53

#b
This record from OMol25 describes one molecule with the formula C3H6N2O2S. The level of theory is the ωB97M-V functional and the def2-TZVPD basis.

Summary:
total charge = 0
HOMO energy = -0.291 hartree
HOMO-LUMO gap = 0.2761 Eh

Each line ends with the natural charge from an NBO analysis.
Cartesian coordinates (Å):
C1 -0.26617 -0.12813 -0.18965  -0.40
C2 1.10395 -0.64029 -0.12113  0.20
C3 -2.40091 1.29863 0.17320  -0.81
N1 1.41477 -1.98984 -0.11266  -0.86
N2 1.98228 0.36229 0.19292  0.45
O1 1.51906 1.51244 0.14648  -0.44
O2 3.17157 0.13012 0.27934  -0.44
S1 -0.54287 1.48719 0.10821  0.57
H1 -1.11859 -0.87919 -0.41904  0.24
H2 -2.86829 1.65347 1.13996  0.23
H3 -2.52986 0.26293 -0.03092  0.20
H4 -2.91635 1.98793 -0.59395  0.22
H5 1.04643 -2.83183 -0.60493  0.42
H6 2.40499 -2.22572 0.03217  0.41

Order of stability, best first: #b, #a

#a
This record from OMol25 describes one molecule with the formula C3H6N2O2S. The level of theory is the ωB97M-V functional and the def2-TZVPD basis.

Summary:
total charge = 0
HOMO energy = -0.338 hartree
HOMO-LUMO gap = 0.3531 Eh
SMILES = C=NSC(=O)N(C)O

Each line ends with the natural charge from an NBO analysis.
Cartesian coordinates (Å):
C1 -2.49780 0.17048 1.20358  -0.47
C2 -0.12637 -0.17217 0.43860  0.48
C3 2.77296 0.04816 0.47481  -0.08
H1 -3.57508 -0.05613 0.67179  0.23
H2 -2.35557 1.32429 1.73304  0.22
H3 -2.31319 -0.63353 2.15295  0.24
H4 -2.38085 -0.21630 -1.38358  0.48
H5 2.22175 0.35427 1.53490  0.23
H6 3.85140 0.08915 0.51721  0.17
N1 -1.47589 -0.24921 0.18331  -0.21
N2 2.36243 -0.24878 -0.81886  -0.55
O1 -1.83803 0.47792 -0.98547  -0.56
O2 0.20254 -0.29126 1.58751  -0.59
S1 0.65856 0.05326 -1.14348  0.42

#b
This record from OMol25 describes one molecule with the formula C3H6N2O2S. The level of theory is the ωB97M-V functional and the def2-TZVPD basis.

Summary:
total charge = 0
HOMO energy = -0.353 hartree
HOMO-LUMO gap = 0.3780 Eh
SMILES = [H]/N=C(/N)OCSC=O

Each line ends with the natural charge from an NBO analysis.
Cartesian coordinates (Å):
C1 1.08122 0.91042 0.65255  0.69
C2 -0.93819 0.49403 -0.64537  -0.21
C3 -1.48376 -2.16620 -0.97841  0.25
H1 1.03984 0.18226 2.55744  0.40
H2 2.49446 1.02342 2.07541  0.41
H3 1.52117 1.07535 -1.21027  0.35
H4 -1.97924 0.35792 -0.39276  0.22
H5 -0.79534 1.40584 -1.19523  0.21
H6 -2.01919 -1.72607 -0.10107  0.12
N1 1.49173 0.87314 1.96701  -0.83
N2 1.88705 1.23414 -0.27685  -0.77
O1 -0.24849 0.56520 0.60049  -0.53
O2 -1.56496 -3.31014 -1.32749  -0.51
S1 -0.48631 -0.91931 -1.72544  0.20

Order of stability, best first: #b, #a

#a
This record from OMol25 describes C3H6N2O2S as an isolated structure. The level of theory is the ωB97M-V functional and the def2-TZVPD basis.

Summary:
total charge = 0
HOMO energy = -0.324 hartree
HOMO-LUMO gap = 0.3359 Eh

Each line ends with the natural charge from an NBO analysis.
Cartesian coordinates (Å):
C1 0.75968 0.63153 -0.21447  0.53
C2 -1.46736 -0.46381 -0.05778  0.36
C3 -0.41236 -0.64159 0.88001  -0.03
N1 0.80582 1.81059 0.25843  -0.76
N2 1.46000 -0.28477 -0.90767  -0.84
O1 -1.70071 -1.22441 -0.97242  -0.60
O2 0.19640 -1.85486 0.91402  -0.67
S1 -2.38782 1.11000 0.12508  -0.05
H1 -0.32924 -0.01910 1.84452  0.23
H2 -1.42351 1.72236 0.75125  0.15
H3 1.24697 2.62474 -0.23387  0.38
H4 1.48872 -1.23627 -0.77728  0.41
H5 1.99365 0.02930 -1.77567  0.40
H6 -0.23024 -2.20372 0.16585  0.48

#b
This record from OMol25 describes C3H6N2O2S as an isolated structure. The level of theory is the ωB97M-V functional and the def2-TZVPD basis.

Summary:
total charge = 0
HOMO energy = -0.321 hartree
HOMO-LUMO gap = 0.3274 Eh

Each line ends with the natural charge from an NBO analysis.
Cartesian coordinates (Å):
C1 0.64846 -1.28612 1.56941  -0.69
C2 0.11014 -0.31887 0.53382  0.36
C3 0.65128 1.09064 -2.64382  0.00
H1 -0.42677 -1.84509 2.20387  0.22
H2 1.35573 -0.61637 2.34784  0.27
H3 1.36444 -2.26195 1.09487  0.27
H4 -1.31064 -0.01746 2.00051  0.38
H5 -1.94836 1.44825 -0.17429  0.48
H6 0.24684 2.12510 -2.96860  0.20
N1 -0.84689 0.48215 1.23498  -0.34
N2 0.60264 -0.29203 -0.76327  -0.17
O1 -2.05060 0.58166 0.46292  -0.58
O2 0.15017 0.91076 -1.40305  -0.40
S1 1.45355 -0.00067 -3.49520  -0.01

#c
This record from OMol25 describes a 2-piece molecular cluster, C3H6N2O2S overall. The level of theory is the ωB97M-V functional and the def2-TZVPD basis.

Summary:
total charge = 0
HOMO energy (alpha / beta) = -0.345 / -0.304 hartree
HOMO-LUMO gap (alpha / beta) = 0.2909 / 0.2734 Eh

Each line ends with the natural charge from an NBO analysis.
Cartesian coordinates (Å):
C1 0.93596 -0.13250 -0.08781  -0.49
C2 0.77372 1.17628 0.65002  -0.23
C3 -0.50392 -0.52883 -0.29820  -0.13
N1 -0.45020 1.86297 0.15180  -0.74
N2 -0.93133 -1.88384 -0.36617  0.47
O1 -2.09728 -2.23294 -0.23546  -0.41
O2 -0.03890 -2.67304 -0.52063  -0.39
S1 -1.66784 0.62480 0.08584  0.62
H1 1.60744 -0.10300 -1.01760  0.26
H2 1.44010 -0.86378 0.60232  0.26
H3 0.62609 1.04460 1.76960  0.17
H4 1.60558 1.76658 0.72112  0.22
H5 -0.78800 -0.54841 -2.45473  0.02
H6 -0.51142 2.49112 0.99990  0.39

Order of stability, best first: #a, #b, #c

#a
This record from OMol25 describes a 2-piece molecular cluster, C2H4NO2 overall. The level of theory is the ωB97M-V functional and the def2-TZVPD basis.

Summary:
total charge = -1
HOMO energy (alpha / beta) = -0.104 / -0.104 hartree
HOMO-LUMO gap (alpha / beta) = 0.2587 / 0.2587 Eh

Each line ends with the natural charge from an NBO analysis.
Cartesian coordinates (Å):
C1 -0.32589 -1.02680 -0.95218  0.32
C2 0.70871 -0.48696 -0.18430  -0.85
N1 -0.82269 1.50134 1.49045  -0.11
O1 -0.52727 2.69444 1.55740  -0.35
O2 -1.01457 -2.07575 -0.80751  -0.74
H1 -0.43325 -0.36833 -1.90640  0.04
H2 1.12078 -1.05105 0.69919  0.17
H3 1.45672 -0.02249 -0.73716  0.18
H4 -0.16253 0.83559 0.84052  0.34

#b
This record from OMol25 describes an isolated ion of composition C2H4NO2 and charge -1. The level of theory is the ωB97M-V functional and the def2-TZVPD basis.

Summary:
total charge = -1
HOMO energy = -0.111 hartree
HOMO-LUMO gap = 0.2711 Eh
SMILES = O=CNC[O-]

Each line ends with the natural charge from an NBO analysis.
Cartesian coordinates (Å):
O1 1.14366 -0.11152 2.25163  -0.70
C1 0.31557 0.03597 1.35713  0.51
N1 0.52984 -0.02459 0.03587  -0.64
C2 -0.52589 -0.06902 -1.07852  0.16
O2 0.08837 0.16518 -2.23374  -0.92
H1 -0.73334 0.28467 1.60657  0.08
H2 1.47077 -0.00059 -0.31446  0.39
H3 -1.02778 -1.02540 -0.82661  0.07
H4 -1.26120 0.74531 -0.79786  0.06

#c
This record from OMol25 describes an isolated ion of composition C2H4NO2 and charge -1. The level of theory is the ωB97M-V functional and the def2-TZVPD basis.

Summary:
total charge = -1
HOMO energy = -0.142 hartree
HOMO-LUMO gap = 0.3110 Eh
SMILES = NCC(=O)[O-]

Each line ends with the natural charge from an NBO analysis.
Cartesian coordinates (Å):
O1 2.04272 -0.85410 0.73289  -0.78
C1 0.84248 -0.52375 0.78218  0.77
O2 0.09273 -0.47293 1.79414  -0.81
C2 0.23105 0.23269 -0.49858  -0.36
N1 -1.22651 0.01590 -0.47253  -0.87
H1 0.65779 1.23091 -0.39470  0.17
H2 0.58776 -0.34002 -1.34945  0.18
H3 -1.67822 0.68886 -1.07834  0.33
H4 -1.54982 0.02245 0.48440  0.39

Order of stability, best first: #c, #b, #a